Record 1
A structure of composition C37H41ClP2Ru. Source: the OMol25 dataset; level of theory: ωB97M-V/def2-TZVPD.

* total charge: +1
* ΔE to the lowest compared entry with this formula, charge and spin: 0.0 kcal per mole
* molar mass: 684.2 g/mol
* frontier orbital gap (alpha / beta): 0.244 / 0.295 Eh
* spin multiplicity: 2

Atoms and positions in Å:
Ru1 -0.864 0.415 0.204
C1 -2.627 1.778 1.477
C2 -1.760 0.951 2.323
C3 -0.452 1.457 2.225
C4 -0.476 2.470 1.204
C5 -1.832 2.662 0.769
C6 -2.306 3.684 -0.211
C7 0.617 3.480 1.070
C8 0.605 1.257 3.268
C9 -2.218 0.020 3.401
C10 -4.113 1.746 1.445
H1 -2.973 4.398 0.280
H2 -2.868 3.225 -1.025
H3 -1.478 4.242 -0.643
H4 0.510 4.199 1.889
H5 0.573 4.036 0.139
H6 1.609 3.038 1.162
H7 0.357 1.845 4.157
H8 1.589 1.579 2.935
H9 0.677 0.216 3.584
H10 -2.063 0.482 4.380
H11 -1.688 -0.927 3.405
H12 -3.281 -0.205 3.322
H13 -4.499 2.726 1.738
H14 -4.529 1.015 2.136
H15 -4.498 1.539 0.445
C11 1.309 -1.787 -1.551
C12 1.564 -0.410 -2.155
P1 1.292 0.779 -0.776
C13 2.795 0.402 0.167
C14 2.689 -0.359 1.323
C15 3.825 -0.786 1.997
C16 5.080 -0.458 1.509
C17 5.197 0.265 0.327
C18 4.064 0.679 -0.351
C19 1.503 2.348 -1.673
C20 0.426 2.715 -2.479
C21 0.458 3.898 -3.199
C22 1.564 4.733 -3.113
C23 2.636 4.377 -2.306
C24 2.607 3.189 -1.589
P2 -0.273 -1.748 -0.602
C25 -0.026 -3.056 0.636
C26 0.292 -4.367 0.272
C27 0.548 -5.316 1.246
C28 0.492 -4.968 2.592
C29 0.191 -3.667 2.960
C30 -0.062 -2.716 1.979
C31 -1.385 -2.512 -1.852
C32 -1.415 -1.999 -3.148
C33 -2.247 -2.549 -4.109
C34 -3.077 -3.613 -3.786
C35 -3.067 -4.125 -2.498
C36 -2.227 -3.578 -1.538
H16 1.287 -2.592 -2.283
H17 2.101 -2.016 -0.834
H18 0.896 -0.141 -2.974
H19 2.590 -0.337 -2.515
H20 1.709 -0.657 1.669
H21 3.726 -1.383 2.894
H22 5.969 -0.782 2.033
H23 6.175 0.497 -0.074
H24 4.172 1.216 -1.286
H25 -0.460 2.085 -2.520
H26 -0.386 4.172 -3.819
H27 1.588 5.661 -3.669
H28 3.497 5.027 -2.227
H29 3.442 2.947 -0.942
H30 0.332 -4.648 -0.774
H31 0.792 -6.330 0.960
H32 0.688 -5.714 3.351
H33 0.159 -3.390 4.006
H34 -0.270 -1.686 2.237
H35 -0.797 -1.153 -3.419
H36 -2.252 -2.140 -5.110
H37 -3.729 -4.040 -4.536
H38 -3.711 -4.953 -2.235
H39 -2.229 -3.997 -0.540
Cl1 -3.049 0.410 -1.360
C37 -2.720 -0.635 0.073
H40 -2.805 -1.648 -0.294
H41 -3.480 -0.472 0.826

Löwdin population analysis, charges in e, atoms 1 to 2:
1 Ru 0.693
2 C -0.256

---

Record 2
A structure of composition C17H28Br21ClFN2. Source: the OMol25 dataset; level of theory: ωB97M-V/def2-TZVPD.

* total charge: +1
* molar mass: 1992.9 g/mol
* frontier orbital gap: 0.323 Eh

Atoms and positions in Å:
F1 -0.329 -0.180 5.325
C1 -1.192 0.301 4.353
C2 -0.460 1.355 3.544
C3 0.221 0.719 2.334
N1 1.227 1.548 1.642
C4 1.817 2.624 2.417
C5 2.836 2.167 3.470
N2 3.890 1.393 2.738
C6 3.272 0.184 2.056
C7 4.371 -0.688 1.462
C8 4.081 -2.191 1.487
C9 3.484 -2.713 2.786
Cl1 4.387 -2.116 4.214
C10 2.283 0.746 1.035
H1 -2.075 0.696 4.851
H2 -1.474 -0.554 3.741
H3 -1.171 2.118 3.219
H4 0.253 1.808 4.234
H5 -0.565 0.475 1.611
H6 0.647 -0.248 2.642
H7 2.352 3.277 1.713
H8 1.057 3.250 2.877
H9 3.298 3.026 3.956
H10 2.417 1.496 4.219
H11 4.281 1.990 2.006
H12 4.639 1.086 3.359
H13 2.724 -0.312 2.858
H14 5.320 -0.494 1.974
H15 4.532 -0.387 0.418
H16 3.419 -2.475 0.664
H17 5.021 -2.714 1.305
H18 2.446 -2.406 2.924
H19 3.515 -3.801 2.821
H20 1.838 -0.068 0.460
H21 2.830 1.380 0.327
C11 -3.102 -4.096 1.758
Br1 -1.187 -4.128 1.976
Br2 -3.542 -3.296 0.066
Br3 -3.869 -5.839 1.951
H22 -3.501 -3.465 2.538
C12 -2.588 1.881 -1.041
Br4 -2.088 2.126 -2.881
Br5 -4.227 2.796 -0.648
Br6 -2.693 0.008 -0.595
H23 -1.810 2.316 -0.429
C13 3.518 -0.762 -3.079
Br7 2.844 1.034 -2.976
Br8 5.263 -0.916 -2.278
Br9 2.293 -2.034 -2.322
H24 3.628 -1.006 -4.126
C14 -0.111 2.429 -6.197
Br10 0.535 3.654 -7.528
Br11 -1.957 1.972 -6.489
Br12 0.995 0.858 -6.081
H25 -0.048 2.931 -5.242
C15 -8.340 3.359 -2.389
Br13 -6.787 3.549 -3.502
Br14 -9.130 1.617 -2.568
Br15 -7.955 3.765 -0.545
H26 -9.069 4.082 -2.725
C16 1.929 -5.486 0.237
Br16 0.622 -5.384 -1.165
Br17 1.647 -7.006 1.373
Br18 3.725 -5.438 -0.456
H27 1.801 -4.602 0.849
C17 -6.238 0.936 -7.335
Br19 -8.036 1.028 -6.668
Br20 -5.434 2.680 -7.475
Br21 -5.149 -0.243 -6.274
H28 -6.284 0.525 -8.333

Löwdin population analysis, charges in e, atoms 1 to 2:
1 F -0.052
2 C -0.194

---

Record 3
A structure of composition C19H47Al2BrClF5MgN4O5P. Source: the OMol25 dataset; level of theory: ωB97M-V/def2-TZVPD.

* total charge: +3
* ΔE to the lowest compared entry with this formula, charge and spin: 0.0 kcal per mole
* molar mass: 731.2 g/mol
* frontier orbital gap: 0.054 Eh

Atoms and positions in Å:
C1 2.847 -2.676 -0.942
C2 1.681 -2.063 -0.068
C3 1.074 -0.733 -0.740
N1 0.652 -0.902 -2.084
P1 -1.105 -1.314 -2.231
C4 -0.697 -2.674 -3.502
C5 -1.088 -4.089 -3.003
O1 -1.923 -4.728 -3.563
Cl1 -0.263 -4.839 -1.569
N2 -2.822 -1.601 -2.456
C6 -3.492 -1.853 -1.383
C7 -3.386 -3.153 -0.497
C8 -4.548 -0.790 -0.932
H1 3.811 -2.122 -0.841
H2 2.605 -2.733 -2.043
H3 3.049 -3.721 -0.610
H4 0.872 -2.801 0.121
H5 2.173 -1.712 0.880
H6 1.946 -0.011 -0.773
H7 0.279 -0.229 -0.049
H8 0.874 -0.077 -2.649
H9 -1.284 0.032 -2.708
H10 -1.181 -1.522 -0.825
H11 -1.325 -2.459 -4.407
H12 0.363 -2.656 -3.849
H13 -2.657 -2.914 0.322
H14 -3.077 -4.060 -1.066
H15 -4.355 -3.290 0.007
H16 -4.088 0.184 -0.650
H17 -5.178 -1.235 -0.116
H18 -5.246 -0.698 -1.810
C9 4.473 -3.231 -4.423
O2 3.247 -2.562 -4.149
H19 4.627 -4.003 -3.669
H20 4.438 -3.694 -5.411
H21 5.297 -2.515 -4.381
H22 3.135 -1.885 -4.827
Mg1 -0.331 1.062 0.722
F1 -5.503 2.538 -0.144
Al1 -6.625 2.991 -1.421
F2 -5.719 3.399 -2.848
F3 -7.571 4.344 -0.913
F4 -7.659 1.636 -1.762
O3 5.107 -5.594 -6.418
H23 5.716 -5.891 -5.719
H24 4.386 -6.252 -6.405
Br1 6.823 -4.789 -7.702
F5 2.246 -4.061 1.238
C10 -0.041 5.987 -1.628
C11 0.245 4.774 -2.470
O4 0.591 3.716 -1.965
C12 0.088 4.915 -3.957
H25 0.112 5.743 -0.576
H26 0.636 6.797 -1.902
H27 -1.077 6.300 -1.768
H28 0.770 5.679 -4.332
H29 -0.943 5.181 -4.197
H30 0.325 3.966 -4.438
C13 -4.211 -7.014 1.986
C14 -3.954 -5.711 1.383
N3 -3.748 -4.670 0.907
H31 -4.419 -6.922 3.054
H32 -5.073 -7.506 1.527
H33 -3.354 -7.680 1.874
C15 0.319 4.257 5.986
N4 1.813 4.302 6.207
C16 2.061 4.352 7.696
C17 2.373 5.545 5.577
C18 2.500 3.046 5.665
C19 2.392 2.829 4.160
O5 1.026 2.703 3.754
H34 -0.137 5.023 6.611
H35 0.101 4.482 4.948
H36 -0.047 3.273 6.272
H37 1.587 5.247 8.095
H38 3.136 4.387 7.867
H39 1.629 3.460 8.148
H40 2.139 5.545 4.515
H41 3.451 5.558 5.733
H42 1.911 6.410 6.053
H43 2.045 2.207 6.195
H44 3.550 3.122 5.948
H45 2.913 1.904 3.901
H46 2.860 3.645 3.604
H47 1.003 2.645 2.790
Al2 -5.164 -5.551 -0.955

Löwdin population analysis, charges in e, atoms 1 to 2:
1 C -0.114
2 C -0.222

---

Record 4
An isolated molecule of C3H4N2. Source: the OMol25 dataset; level of theory: ωB97M-V/def2-TZVPD.

* ΔE to the lowest compared entry with this formula, charge and spin: 23.2 kcal per mole
* molar mass: 68.1 g/mol
* frontier orbital gap: 0.389 Eh

Atoms and positions in Å:
C1 -0.884 -0.360 -0.294
C2 -0.692 0.988 0.041
N1 0.515 1.195 0.556
N2 1.123 0.004 0.490
C3 0.319 -0.958 -0.042
H1 -1.709 -0.879 -0.755
H2 -1.332 1.823 -0.192
H3 2.030 -0.093 0.924
H4 0.632 -1.718 -0.729

Löwdin population analysis, charges in e, atoms 1 to 2:
1 C -0.098
2 C -0.179

---

Record 5
A structure of composition C4H8O. Source: the OMol25 dataset; level of theory: ωB97M-V/def2-TZVPD.

* ΔE to the lowest compared entry with this formula, charge and spin: 123.1 kcal per mole
* molar mass: 72.1 g/mol
* frontier orbital gap: 0.304 Eh

Atoms and positions in Å:
C1 -1.482 0.139 0.272
C2 -0.262 -0.232 -0.550
C3 0.837 -0.989 -0.023
C4 1.107 1.470 0.072
O1 1.903 0.638 0.507
H1 -2.350 -0.491 0.044
H2 -1.265 0.051 1.342
H3 -1.747 1.178 0.074
H4 -0.228 0.055 -1.595
H5 1.587 -1.389 -0.696
H6 -0.332 -1.515 -0.657
H7 0.756 -1.426 0.966
H8 1.477 2.513 0.244

Löwdin population analysis, charges in e, atoms 1 to 2:
1 C -0.107
2 C -0.353

---

Record 6
An isolated molecule of C4H7NO2. Source: the OMol25 dataset; level of theory: ωB97M-V/def2-TZVPD.

* ΔE to the lowest compared entry with this formula, charge and spin: 10.8 kcal per mole
* molar mass: 101.1 g/mol
* frontier orbital gap: 0.391 Eh

Atoms and positions in Å:
C1 0.640 -1.043 0.975
C2 0.427 -0.059 -0.176
C3 0.486 -0.776 -1.520
O1 0.994 -1.855 -1.679
C4 -0.931 0.621 -0.077
N1 -0.937 1.898 0.390
O2 -1.950 0.040 -0.409
H1 -0.164 -1.783 0.967
H2 1.588 -1.572 0.854
H3 0.637 -0.533 1.944
H4 1.224 0.701 -0.192
H5 0.041 -0.220 -2.370
H6 -0.110 2.362 0.727
H7 -1.830 2.348 0.517

Löwdin population analysis, charges in e, atoms 1 to 2:
1 C -0.047
2 C -0.265